C2H2ClFO2 | ωB97M-V/def2-TZVPD

```
8
Properties=species:S:1:pos:R:3:mulliken_charge:R:1
C -0.61200 -0.64342 -1.28037 0.1599
C 0.64291 0.52716 1.20592 0.2905
O -1.14534 -1.42835 -0.53917 -0.5523
O 0.18021 0.29901 -1.08847 -0.5243
F 1.72808 1.24233 1.10428 -0.0920
Cl -0.73452 1.26056 1.73952 0.0435
H -0.83272 -0.70976 -2.39629 0.3498
H 0.77338 -0.54751 1.25458 0.3248
```

Computed properties:
- LUMO level (alpha / beta) (eV) = -1.910 / -1.915
- orbital gap (alpha / beta) (eV) = 7.49 / 7.48
- energy relative to the best compared isomer or geometry (same formula, charge and spin) (eV) = 3.0276